DFT (the ωB97M-V functional and the def2-TZVPD basis) results for C17H29ClCrO4PTe as an isolated structure.

Its frontier orbital gap (spin up / spin down) is 8.05 / 8.49 eV. The calculation puts the HOMO energy (spin up / spin down) at -11.811 / -11.820 eV. The total energy is -3079.6543 Eh. The value obtained for the energy above the lowest of the compared OMol25 structures with the same formula, charge and spin is 131.3 kJ/mol. The spin multiplicity is 5. The total charge is +1.

Cartesian coordinates (Å):
Cr1 -0.6052 -0.2618 -0.5238
O1 1.6624 -1.7775 0.8993
Cl1 1.5954 -0.3723 0.8679
O2 2.7456 0.2447 1.3318
O3 0.4411 0.0616 1.5894
O4 1.3706 0.0243 -0.5252
C1 -0.4686 -2.7609 -3.1086
Te1 -0.1673 -2.8503 -0.9528
C2 -2.0401 -3.9546 -1.0486
C3 -2.1282 -4.5007 -2.4439
C4 -2.9490 -5.5777 -2.7410
C5 -3.0079 -6.0633 -4.0360
C6 -2.2652 -5.4649 -5.0392
C7 -1.4520 -4.3849 -4.7492
C8 -1.3725 -3.9093 -3.4500
H1 0.4959 -2.8543 -3.6106
H2 -0.9131 -1.7974 -3.3913
H3 -2.9047 -3.3257 -0.8140
H4 -2.0059 -4.7614 -0.3162
H5 -3.5309 -6.0430 -1.9591
H6 -3.6273 -6.9175 -4.2586
H7 -2.3068 -5.8466 -6.0476
H8 -0.8683 -3.9155 -5.5270
C9 -0.8600 2.6752 -3.2424
C10 -1.8464 2.9316 -2.1022
C11 -2.1131 4.4232 -1.9261
P1 -1.2385 2.0195 -0.5919
C12 -2.7687 1.6035 0.4139
C13 -3.9149 2.6068 0.4761
C14 -3.2394 0.2674 -0.1876
C15 -0.1168 3.0487 0.4794
C16 -0.7319 4.2250 1.2290
C17 1.1003 3.4752 -0.3453
H9 -1.2801 3.0180 -4.1860
H10 -0.6313 1.6101 -3.3268
H11 0.0708 3.2111 -3.0782
H12 -2.7924 2.4339 -2.3517
H13 -1.1883 4.9749 -1.7816
H14 -2.7805 4.6178 -1.0915
H15 -2.5859 4.8082 -2.8281
H16 -2.3921 1.4224 1.4310
H17 -4.3417 2.8007 -0.5044
H18 -3.5905 3.5468 0.9102
H19 -4.7063 2.2141 1.1090
H20 -3.6755 0.4251 -1.1759
H21 -3.9941 -0.1999 0.4457
H22 -2.3936 -0.4748 -0.2991
H23 0.2107 2.3108 1.2265
H24 -1.1164 4.9817 0.5533
H25 0.0451 4.6844 1.8373
H26 -1.5233 3.8950 1.8967
H27 0.8472 4.2880 -1.0231
H28 1.4985 2.6390 -0.9251
H29 1.8874 3.8306 0.3171

Force components x, y, z for each atom (eV/Å):
0.0 0.3 -0.5
0.5 -1.0 0.4
1.9 -0.7 1.5
1.2 0.7 0.4
-1.7 0.4 0.5
-0.5 0.5 -1.9
0.2 0.3 0.0
-0.8 -1.3 -1.1
-0.1 0.1 0.4
0.2 0.1 -0.1
0.0 0.0 -0.1
-0.1 0.0 0.1
0.0 0.0 -0.1
0.0 0.0 0.0
0.0 0.0 0.2
0.0 0.1 0.2
0.1 -0.2 0.1
0.2 0.1 0.0
0.1 0.1 0.0
0.0 -0.1 0.1
-0.1 -0.1 0.0
0.0 0.0 -0.1
0.1 0.0 -0.1
-0.1 -0.1 0.0
0.3 -0.3 0.1
-0.1 -0.2 0.1
-0.7 1.6 0.6
0.5 -0.1 -0.2
0.2 -0.1 0.1
0.2 0.4 0.1
0.0 -0.2 -0.2
0.0 -0.2 -0.1
0.0 -0.2 0.0
0.0 0.0 -0.1
0.0 0.1 -0.1
0.1 0.0 0.0
0.1 0.0 0.1
0.1 0.1 0.1
0.0 0.1 0.0
0.0 0.0 -0.1
0.0 0.0 -0.1
0.0 0.0 -0.1
0.0 0.1 0.0
-0.1 -0.1 0.1
0.1 -0.1 0.0
0.2 -0.3 0.0
-1.3 -0.3 0.2
-0.1 0.2 -0.2
-0.1 0.1 0.0
0.0 0.0 0.1
-0.1 0.1 0.1
0.0 0.0 -0.1
0.1 0.1 0.0
0.0 0.0 0.0